No. 1
This record from OMol25 describes 11 unconnected molecules or ions with the total composition C66H60O22. The level of theory is ωB97M-V/def2-TZVPD.

Geometry (Å):
O -6.480 -3.122 -1.058
C -5.332 -3.466 -1.249
C -4.966 -4.495 -2.296
C -3.689 -4.699 -2.640
C -2.512 -4.142 -1.789
O -1.364 -4.337 -1.999
C -2.947 -3.269 -0.718
C -4.218 -2.918 -0.478
H -5.775 -4.849 -2.952
H -3.403 -5.431 -3.417
H -2.076 -2.727 -0.253
H -4.414 -2.166 0.246
O 2.268 -4.382 -2.457
C 1.703 -4.411 -1.390
C 1.645 -5.605 -0.444
C 1.258 -5.545 0.806
C 0.940 -4.152 1.416
O 0.945 -4.085 2.637
C 0.743 -3.043 0.444
C 1.093 -3.144 -0.821
H 1.888 -6.539 -0.939
H 1.274 -6.408 1.457
H 0.446 -2.110 0.860
H 1.199 -2.391 -1.602
O -0.500 2.754 -5.281
C 0.618 2.373 -5.259
C 1.611 2.813 -4.379
C 2.709 2.101 -4.274
C 2.913 0.858 -5.036
O 3.681 -0.007 -4.610
C 2.070 0.616 -6.161
C 0.929 1.349 -6.276
H 1.445 3.664 -3.860
H 3.475 2.451 -3.576
H 2.391 -0.024 -7.022
H 0.176 1.215 -6.998
O 3.602 3.215 6.023
C 2.557 2.566 5.527
C 1.344 3.243 5.585
C 0.201 2.549 5.246
C 0.298 1.229 4.787
O -0.977 0.693 4.473
C 1.486 0.572 4.629
C 2.633 1.275 4.980
H 4.404 2.788 5.811
H 1.224 4.260 6.001
H -0.817 2.918 5.343
H -0.828 -0.236 4.301
H 1.465 -0.531 4.401
H 3.612 0.829 4.868
O -0.920 -0.019 -3.937
C -1.099 -1.292 -4.415
C -0.120 -2.225 -4.553
C -0.395 -3.526 -4.931
C -1.775 -3.844 -5.244
O -2.026 -5.091 -5.662
C -2.778 -2.843 -5.106
C -2.415 -1.601 -4.742
H -0.094 -0.107 -3.496
H 0.860 -2.064 -4.077
H 0.348 -4.296 -4.869
H -2.932 -5.117 -5.983
H -3.755 -3.107 -5.499
H -3.023 -0.766 -4.663
O 5.340 -4.806 0.583
C 4.870 -3.659 -0.116
C 4.540 -2.608 0.687
C 4.230 -1.368 0.069
C 4.145 -1.304 -1.341
O 3.681 -0.124 -1.949
C 4.445 -2.393 -2.117
C 4.873 -3.556 -1.528
H 5.836 -5.325 -0.072
H 4.621 -2.694 1.767
H 3.958 -0.490 0.677
H 3.849 -0.189 -2.945
H 4.399 -2.369 -3.232
H 5.115 -4.398 -2.182
O -1.120 -1.991 3.512
C -2.445 -2.398 3.292
C -2.724 -3.775 3.344
C -4.013 -4.203 3.251
C -5.069 -3.273 3.073
O -6.314 -3.859 2.947
C -4.820 -1.888 3.055
C -3.470 -1.480 3.012
H -0.559 -2.706 3.313
H -1.951 -4.544 3.650
H -4.221 -5.264 3.144
H -6.929 -3.455 2.281
H -5.670 -1.231 2.834
H -3.273 -0.435 2.862
O 7.045 2.674 4.550
C 6.402 2.508 3.332
C 6.896 1.649 2.380
C 6.230 1.386 1.138
C 5.189 2.207 0.770
O 4.588 2.093 -0.439
C 4.724 3.110 1.756
C 5.287 3.233 3.022
H 7.998 2.646 4.522
H 7.785 1.064 2.687
H 6.646 0.725 0.429
H 4.576 1.158 -0.787
H 3.852 3.592 1.378
H 4.864 3.900 3.759
O -3.195 5.260 -1.051
C -3.518 4.212 -1.853
C -4.121 3.071 -1.390
C -4.410 1.973 -2.227
C -4.099 2.033 -3.573
O -4.265 0.990 -4.420
C -3.482 3.159 -4.026
C -3.126 4.202 -3.196
H -2.853 4.952 -0.167
H -4.390 3.059 -0.324
H -4.921 1.085 -1.879
H -4.164 1.343 -5.293
H -3.258 3.226 -5.076
H -2.574 5.123 -3.513
O 1.034 0.104 -1.960
C 0.183 0.484 -0.955
C -1.228 0.364 -1.032
C -2.039 0.639 -0.001
C -1.488 1.096 1.164
O -2.297 1.483 2.204
C -0.093 1.257 1.339
C 0.726 0.962 0.263
H 1.966 0.237 -1.730
H -1.610 0.015 -1.974
H -3.084 0.498 -0.100
H -1.846 1.420 3.054
H 0.313 1.590 2.302
H 1.751 0.986 0.488
O -2.590 4.196 1.361
C -2.097 4.856 2.485
C -0.821 5.369 2.454
C -0.283 6.040 3.571
C -1.056 6.184 4.717
O -0.465 6.864 5.772
C -2.360 5.740 4.764
C -2.884 5.065 3.611
H -2.945 3.331 1.612
H -0.254 5.208 1.517
H 0.712 6.344 3.591
H -1.151 6.904 6.493
H -2.998 5.901 5.599
H -3.944 4.820 3.581

Forces on the atoms, in the same order (eV/Å):
O 0.12 -0.03 -0.06
C -0.25 -1.04 -0.42
C 0.02 1.00 -0.77
C 1.09 -1.01 0.62
C -3.48 -0.24 -0.89
O 1.92 -0.82 -0.67
C 0.73 1.95 1.12
C 1.34 -0.22 -0.24
H 0.26 -0.05 0.65
H -0.17 0.64 0.32
H -1.14 -0.65 -0.07
H -0.38 0.46 0.57
O -0.44 -0.59 0.15
C -0.50 0.29 1.82
C 0.25 -0.23 -2.55
C -0.22 1.96 0.88
C 0.60 -2.42 -0.36
O -0.58 0.95 -0.68
C 0.13 0.04 1.09
C 1.24 -1.12 -1.72
H 0.20 -0.10 0.19
H -0.16 0.10 0.15
H -0.33 0.75 0.33
H -0.67 0.54 0.63
O -2.95 1.88 0.46
C -0.50 -1.95 -2.21
C 1.50 -1.27 -0.21
C 1.37 0.51 0.84
C 0.68 -0.74 1.58
O 0.08 0.28 -0.44
C -1.67 0.62 -3.27
C 2.80 -1.23 1.18
H -0.51 2.54 1.78
H -0.02 -0.56 -0.22
H -0.30 0.08 1.38
H -0.61 -0.24 -0.91
O 0.15 1.54 0.73
C -1.08 -0.80 -0.97
C -1.04 0.25 0.57
C 0.17 -0.77 -0.38
C -2.26 0.99 0.03
O 1.46 0.41 0.43
C -0.13 -1.20 0.17
C 0.30 0.53 0.43
H 1.57 -0.85 -0.32
H 0.51 -0.65 -0.31
H 0.29 0.37 -0.01
H -0.36 -0.93 -0.36
H 0.35 1.35 -0.12
H 0.11 -0.19 0.11
O -0.31 -0.55 -1.11
C -1.75 0.38 -0.45
C 1.71 -0.78 1.42
C -3.21 -0.17 -0.40
C 2.36 2.14 0.85
O -0.58 -0.96 -0.29
C 0.82 -2.72 -1.55
C 1.68 0.64 0.47
H 1.57 0.75 1.06
H -0.16 0.26 -0.62
H 0.21 -0.25 -0.22
H -0.08 -0.22 -0.07
H -0.24 0.23 0.38
H -1.73 1.07 0.11
O -0.34 0.76 -1.57
C 1.28 -1.69 -0.21
C -0.21 2.10 -0.46
C -0.60 -0.47 -0.37
C -0.61 1.00 1.09
O 0.97 -0.71 -0.28
C 0.49 -0.30 -1.43
C -0.05 -0.79 1.11
H -0.25 0.01 0.42
H -0.09 -0.01 -0.19
H 0.20 -0.49 -0.32
H -0.22 0.34 1.01
H -0.11 0.22 1.05
H 0.00 0.13 0.46
O -2.23 1.83 -0.01
C 0.22 -0.29 -0.23
C 1.27 -0.12 1.27
C -1.42 0.42 -0.97
C 0.23 -0.31 0.00
O -0.77 0.44 -0.55
C 0.22 -1.54 -1.13
C -0.12 -0.42 0.95
H 1.51 -1.63 -0.36
H -0.66 1.20 -0.72
H -0.19 0.16 0.37
H 1.21 -0.10 0.90
H 0.59 0.00 0.27
H 0.33 0.24 0.09
O -1.29 0.25 0.35
C 1.51 -0.28 -0.26
C 0.15 -1.78 -0.76
C 1.31 1.51 1.83
C 0.36 -0.37 1.74
O -0.61 -0.56 -0.57
C -0.09 -0.93 -1.22
C -1.12 0.74 -0.53
H 0.28 -0.18 -0.51
H -0.53 0.24 -0.52
H 0.47 -0.90 -0.55
H 0.11 1.28 0.38
H -0.65 0.91 0.57
H -0.09 0.18 -0.07
O 0.41 0.20 0.46
C 0.95 -0.62 -0.56
C -0.90 -1.00 0.73
C -0.21 0.18 0.17
C 0.34 0.24 1.21
O -0.84 -0.86 0.51
C 0.70 1.42 -0.58
C 0.07 1.78 0.30
H -0.66 0.04 -0.89
H -0.04 -0.26 -0.49
H 0.04 0.00 0.33
H 0.12 0.08 -0.90
H 0.36 0.04 -0.34
H -0.56 -1.10 -0.14
O -1.06 -0.08 -0.56
C -0.22 0.64 2.04
C 2.88 -0.85 -2.52
C -0.23 0.43 1.33
C 1.41 0.89 1.87
O -1.27 0.12 -0.64
C -1.25 -0.22 -0.64
C -1.42 -0.73 -0.25
H 0.21 -0.04 0.10
H -0.34 -0.05 -0.03
H -0.87 0.02 0.03
H 0.50 -0.18 0.43
H -0.17 -0.08 -0.54
H 1.54 0.14 -0.37
O 0.19 0.46 0.44
C -0.66 -0.08 0.37
C 1.16 0.24 -0.08
C -1.91 -1.40 -0.85
C 0.51 0.68 0.32
O -1.48 -0.41 0.79
C -0.29 -1.18 -2.40
C 0.17 0.83 1.06
H 0.20 -0.18 0.14
H -0.14 0.20 0.79
H 1.48 0.66 -0.09
H 1.19 0.05 -0.95
H -0.35 0.14 0.63
H 0.23 -0.23 0.09

highest occupied orbital energy	-0.284	Eh
frontier orbital gap	5.826	eV
molecular weight	1205.18	g/mol

Löwdin atomic charge list, values in e, 2 entries: 0.099 -0.381


No. 2
This record from OMol25 describes a single C4H4N2 molecule. The level of theory is ωB97M-V/def2-TZVPD.

Geometry (Å):
C -0.870 -1.070 -0.140
C 0.418 -1.233 0.041
C 1.610 -0.887 0.150
N 2.065 0.384 -0.042
N 1.121 1.180 -0.057
C -0.226 1.085 0.076
H -1.242 -1.328 -1.151
H -1.492 -0.923 0.635
H -0.877 1.634 -0.664
H -0.505 1.157 1.152

Forces on the atoms, in the same order (eV/Å):
C -0.25 0.56 -3.82
C 3.32 -0.28 0.53
C -0.96 -3.08 0.56
N 1.10 1.49 -0.10
N -1.35 1.88 -0.97
C -0.17 -0.05 0.51
H -0.31 0.05 0.85
H -2.35 0.20 2.42
H 1.08 -0.54 0.90
H -0.13 -0.24 -0.87

energy above the lowest of the compared OMol25 structures with the same formula, charge and spin	677.3	kJ/mol
highest occupied orbital energy (alpha / beta)	-0.304 / -0.304	Eh
frontier orbital gap (alpha / beta)	8.022 / 8.024	eV
molecular weight	80.09	g/mol

Löwdin atomic charge list, values in e, 2 entries: -0.020 -0.156


No. 3
This record from OMol25 describes a molecular structure, C24H34FN5O3Ti. The level of theory is ωB97M-V/def2-TZVPD.

Geometry (Å):
Ti 0.375 -0.117 -1.087
C -3.299 -0.374 1.113
C -2.705 1.003 1.386
C -2.595 1.834 0.111
C -1.429 1.013 2.216
C -1.417 1.847 3.335
C -0.305 1.955 4.149
C 0.826 1.217 3.853
C 0.868 0.372 2.748
C 2.143 -0.399 2.481
C 2.415 -1.415 3.591
C 3.342 0.527 2.300
C -0.272 0.273 1.936
N -0.221 -0.579 0.788
C -0.326 -1.947 1.053
C -0.829 -2.516 2.229
C -0.924 -3.891 2.380
C -0.526 -4.761 1.373
C -0.009 -4.235 0.195
C 0.068 -2.872 0.095
F 0.615 -2.318 -1.070
H -4.300 -0.264 0.692
H -3.382 -0.968 2.022
H -2.700 -0.933 0.398
H -3.430 1.518 2.027
H -1.828 1.461 -0.572
H -2.354 2.872 0.343
H -3.543 1.818 -0.432
H -2.307 2.424 3.556
H -0.320 2.614 5.006
H 1.703 1.299 4.483
H 2.014 -0.956 1.549
H 2.557 -0.924 4.555
H 3.325 -1.976 3.370
H 1.596 -2.126 3.696
H 3.569 1.065 3.223
H 3.174 1.256 1.509
H 4.224 -0.055 2.031
H -1.138 -1.858 3.031
H -1.320 -4.287 3.305
H -0.609 -5.830 1.499
H 0.335 -4.851 -0.624
C -2.771 0.210 -4.115
C -1.617 0.442 -3.201
N -1.313 -0.440 -2.230
O -2.177 -1.555 -2.243
C -0.729 1.517 -3.264
C -0.725 2.645 -4.240
N 0.201 1.450 -2.295
O 1.276 2.308 -2.396
H -3.702 0.115 -3.555
H -2.651 -0.718 -4.675
H -2.871 1.027 -4.824
H -2.229 -1.836 -1.321
H -1.692 2.756 -4.725
H 0.026 2.512 -5.022
H -0.488 3.580 -3.732
C 2.530 -0.489 -3.357
N 3.036 0.842 -3.104
C 2.510 1.534 -1.959
N 3.412 2.503 -1.465
O 2.115 0.669 -0.989
H 2.938 -0.847 -4.303
H 1.429 -0.563 -3.465
H 2.859 -1.185 -2.585
H 2.935 1.431 -3.921
H 3.652 3.190 -2.169
H 2.982 2.983 -0.684

Forces on the atoms, in the same order (eV/Å):
Ti -0.05 0.09 -0.55
C -0.01 -0.09 -0.07
C -0.10 0.10 0.23
C 0.10 0.10 -0.17
C 0.02 0.12 0.14
C -0.05 -0.03 -0.16
C 0.06 -0.02 0.01
C 0.00 0.00 -0.03
C -0.03 0.16 0.21
C -0.07 -0.19 -0.14
C 0.04 -0.05 0.01
C 0.08 0.07 0.04
C -0.11 0.04 -0.40
N 0.10 -0.72 0.04
C -0.06 0.58 0.01
C -0.01 -0.07 0.14
C 0.03 0.08 -0.03
C 0.02 -0.01 -0.07
C 0.00 0.05 0.03
C -0.01 -0.12 -0.06
F -0.05 0.18 -0.13
H -0.02 0.02 -0.01
H 0.02 -0.02 0.05
H 0.02 0.00 0.02
H -0.04 -0.04 -0.09
H -0.05 -0.03 0.09
H 0.01 0.01 0.02
H -0.03 0.02 0.03
H 0.00 0.02 0.04
H 0.00 0.01 0.04
H 0.00 0.02 0.03
H 0.05 0.07 0.06
H 0.00 0.05 0.01
H 0.02 -0.03 0.00
H -0.04 -0.02 -0.01
H 0.00 0.00 -0.01
H -0.05 0.00 -0.05
H 0.04 -0.01 0.00
H -0.01 0.01 0.00
H -0.02 -0.03 0.03
H 0.01 -0.02 0.00
H -0.01 -0.04 0.00
C -0.16 -0.03 -0.04
C 0.34 0.72 -0.56
N 0.79 0.03 0.79
O 0.19 0.03 0.10
C -0.65 -0.30 -0.10
C -0.10 0.10 -0.12
N 0.36 -1.17 0.53
O 0.21 0.32 0.19
H -0.01 0.03 0.02
H 0.03 0.00 -0.01
H -0.01 0.01 -0.01
H -0.04 0.01 0.02
H 0.00 -0.01 0.01
H 0.04 -0.05 0.01
H -0.02 0.01 0.02
C -0.21 -0.28 -0.14
N 0.15 0.21 -0.10
C -0.50 -0.02 0.02
N 0.25 0.15 0.11
O -0.62 -0.07 -0.14
H 0.03 0.04 0.05
H 0.04 0.05 0.07
H 0.04 0.08 0.01
H 0.04 -0.03 0.03
H 0.05 -0.09 -0.05
H -0.03 0.01 -0.03

energy above the lowest of the compared OMol25 structures with the same formula, charge and spin	20.0	kJ/mol
highest occupied orbital energy (alpha / beta)	-0.236 / -0.236	Eh
frontier orbital gap (alpha / beta)	6.615 / 6.732	eV
molecular weight	507.43	g/mol

Löwdin atomic charge list, values in e, 2 entries: 1.160 -0.051